Density functional theory data (the ωB97M-V functional and the def2-TZVPD basis) for 2 unconnected molecules or ions with the total composition CH9N2O.

Output
- E_HOMO (eV) = -14.76
- total energy (eV) = -6203.7701
- relative energy (zero: lowest compared OMol25 entry of this formula, charge and spin) (eV) = 0.8481
- maximum force (eV/A) = 5.2

```
! wB97M-V def2-TZVPD RIJCOSX def2/J DEFGRID3
* xyz 1 1
O -1.103 -2.251 1.185
H -0.393 -2.781 1.605
H -1.441 0.452 -0.297
H -1.902 -2.734 1.042
N -0.487 -0.062 -0.586
C 0.702 0.963 -0.728
N 0.990 1.617 0.463
H -0.518 -0.454 -1.579
H -0.431 -0.681 0.187
H 0.568 1.596 -1.522
H 1.408 0.268 -1.139
H 1.914 1.508 0.870
H 0.695 2.557 0.499
*
```